1.
78
Properties=species:S:1:pos:R:3:forces:R:3:lowdin_charge:R:1 method="wB97M-V/def2-TZVPD" e_tot_ev=-220170.886 relative_energy_kj_mol=73.7 charge=0 multiplicity=3
W 1.103060 0.124168 1.158004 -1.1856 -0.3653 0.6272 1.333
C 1.045543 -4.665599 -4.334992 0.0078 0.0169 0.0265 -0.048
C 1.104609 -3.970746 -3.001372 0.0292 0.0026 -0.0971 -0.276
C 0.506914 -4.502818 -1.869281 -0.0624 -0.0818 0.0328 -0.036
C 0.509918 -3.829532 -0.664471 -0.0076 0.0042 0.0732 -0.001
C 1.141301 -2.584297 -0.487095 -0.0877 -0.0827 0.0607 -0.190
N 1.120272 -1.920942 0.753296 0.1481 -0.1526 -0.2165 -0.143
C 0.465685 -2.692265 1.757925 0.1472 -0.0346 -0.1455 -0.399
C 1.163136 -3.626265 2.515939 -0.0258 0.0021 0.0331 -0.057
C 0.526626 -4.349141 3.510223 0.1049 0.0027 -0.0318 -0.036
C -0.826193 -4.154090 3.782214 -0.1023 0.0156 0.0255 -0.262
C -1.500980 -4.879865 4.915286 -0.0010 0.0180 -0.0314 -0.041
C -1.529060 -3.246180 3.002581 -0.0207 -0.0441 0.0642 0.027
C -0.895182 -2.546599 1.983695 -0.1103 0.0894 -0.0458 -0.182
N -1.656073 -1.697685 1.137372 -0.0565 -0.0805 0.0188 -0.046
C -2.936898 -1.882828 0.737826 0.0392 0.0394 -0.0078 -0.039
C -3.261920 -0.842683 -0.093283 -0.0160 -0.0463 0.0122 -0.026
C -2.103569 -0.052931 -0.151202 -0.0817 0.0945 -0.0509 -0.092
N -1.144643 -0.576495 0.587994 0.3040 0.0186 0.0251 -0.005
C 1.761208 -2.076775 -1.632535 0.0449 0.0812 -0.0277 -0.114
C 1.715753 -2.739622 -2.854401 0.0168 0.0282 -0.0030 0.018
N 2.452284 -0.837505 -1.602022 -0.0602 -0.0132 0.0166 -0.061
C 3.430172 -0.448457 -2.435802 0.0814 -0.0059 -0.0831 -0.038
C 3.602965 0.907371 -2.291599 0.0130 0.0252 -0.0101 -0.015
C 2.679877 1.280816 -1.320694 -0.0115 0.0409 -0.0010 -0.197
N 1.980135 0.223011 -0.906910 -0.0346 -0.1308 -0.0220 -0.137
H 1.067886 -5.748430 -4.213861 0.0022 -0.0001 0.0070 0.078
H 1.884313 -4.379569 -4.969259 -0.0014 0.0022 0.0033 0.076
H 0.126751 -4.413647 -4.868574 -0.0042 0.0045 0.0056 0.084
H 0.008746 -5.464038 -1.926478 0.0032 0.0076 0.0053 0.117
H 0.013924 -4.295607 0.173296 0.0051 0.0013 -0.0034 0.111
H 2.216485 -3.770049 2.307514 0.0067 0.0019 0.0028 0.131
H 1.088244 -5.071968 4.091152 0.0044 0.0079 -0.0068 0.121
H -1.031549 -5.845610 5.098536 0.0049 -0.0012 -0.0069 0.080
H -2.557477 -5.046718 4.707461 0.0027 0.0028 -0.0028 0.079
H -1.434245 -4.299730 5.837828 0.0058 0.0072 -0.0028 0.088
H -2.579377 -3.066644 3.197975 0.0023 -0.0004 0.0037 0.126
H -3.497946 -2.742605 1.058838 -0.0022 -0.0097 0.0007 0.126
H -4.198785 -0.674862 -0.593056 0.0018 0.0027 -0.0026 0.101
H -1.922429 0.870080 -0.673591 -0.0158 -0.0172 0.0009 0.110
H 2.155979 -2.262374 -3.720503 0.0008 0.0060 0.0051 0.117
H 3.931005 -1.162114 -3.065371 0.0001 0.0035 -0.0059 0.132
H 4.319144 1.534780 -2.790154 -0.0018 0.0024 0.0047 0.110
H 2.532914 2.237538 -0.850856 0.0141 -0.0051 -0.0156 0.083
O 3.600322 -2.579364 5.036881 -0.0283 -0.0151 -0.0072 -0.052
C 4.025370 -1.695719 4.003958 -0.0115 0.0138 -0.0016 -0.248
C 3.879884 -0.224146 4.389023 -0.0620 0.0324 -0.0558 -0.572
C 4.783605 0.088534 5.596907 0.0205 -0.0061 0.0479 -0.208
O 6.156124 -0.170944 5.353913 -0.0083 0.0004 -0.0055 -0.040
C 2.462522 0.118466 4.841979 0.0579 0.0923 -0.1141 -0.430
Se 1.010526 -0.589463 3.765100 0.0321 -0.3418 -0.0182 1.030
C 4.317452 0.673187 3.238699 -0.0681 -0.0098 0.0617 -0.468
Se 3.575001 0.407297 1.443810 0.0396 0.3336 0.0028 0.745
H 2.671066 -2.790082 4.888434 0.0182 0.0191 0.0225 0.056
H 3.478967 -1.883820 3.077848 -0.0253 -0.0179 -0.0349 0.064
H 5.077315 -1.908498 3.804067 0.0046 0.0008 0.0016 0.133
H 4.427415 -0.481550 6.459403 0.0067 0.0006 0.0037 0.129
H 4.702686 1.151665 5.834341 -0.0001 0.0024 0.0070 0.137
H 6.339536 -1.087200 5.579103 0.0010 -0.0001 -0.0022 0.092
H 2.329165 1.199341 4.917778 -0.0172 0.0110 -0.0331 0.081
H 2.251221 -0.313722 5.821200 0.0204 0.0148 0.0285 0.071
H 5.383109 0.539783 3.058388 0.0259 -0.0024 0.0349 0.068
H 4.156560 1.722148 3.491959 0.0007 -0.0259 0.0144 0.056
F 1.201592 3.985205 -1.716116 -0.0035 -0.0074 0.0206 0.128
C 0.129710 4.220234 -0.952051 -0.0027 -0.0448 -0.1353 -0.668
F -0.962407 3.972273 -1.682039 0.0085 -0.0411 0.0328 0.135
F 0.127922 5.500695 -0.611493 0.0164 -0.0024 0.0848 0.153
S 0.119079 3.147848 0.555603 0.2855 0.1264 -0.0629 0.572
O 0.106781 1.804824 -0.110065 0.3413 0.1035 0.3314 -0.460
O -1.071164 3.541780 1.238013 -0.0511 -0.1545 0.0098 -0.248
N 1.496271 3.357144 1.182930 -0.2579 0.3120 -0.3471 -0.430
S 2.072646 3.741544 2.669501 -0.0904 -0.2472 0.1883 0.887
O 0.117021 1.022312 2.330940 0.5865 0.3737 -0.1969 -0.676
O 3.354327 4.414779 2.475030 0.0800 0.0107 -0.0682 -0.452
C 0.918364 5.143341 3.180171 -0.0005 -0.0321 -0.0504 -0.752
F 1.535609 5.816590 4.156639 0.0004 0.0079 0.0166 0.111
F -0.216166 4.646030 3.670049 -0.0308 -0.0229 0.0767 0.115
F 0.636043 5.988506 2.196902 0.0102 0.0581 -0.0869 0.131

***

2.
69
Properties=species:S:1:pos:R:3:forces:R:3:nbo_charge:R:1 method="wB97M-V/def2-TZVPD" e_tot_ev=-62788.100 relative_energy_kj_mol=29.8 charge=0 smiles="O=[N+]([O-])c1ccccc1.O=[N+]([O-])c1ccccc1.O=[N+]([O-])c1ccccc1.O=[N+]([O-])c1ccccc1.CC[C@H](F)P"
C 3.932484 -2.073570 4.107770 -0.6915 -0.2968 -0.2664 -0.604
C 3.080202 -3.340264 3.984246 0.5236 0.1051 0.3986 -0.434
C 1.879641 -3.224895 4.907618 0.3422 0.3106 -0.6603 -0.042
F 1.461650 -4.493978 5.317502 -0.0520 -0.0197 -0.1128 -0.372
P 0.390221 -2.355554 4.240251 -1.6775 -0.8390 1.3976 0.209
H 4.291625 -1.982339 5.125470 0.2443 0.1148 0.1555 0.203
H 4.758440 -2.094589 3.409107 0.2246 0.0780 -0.0473 0.216
H 3.299854 -1.217010 3.887329 0.1128 0.3007 -0.0519 0.206
H 3.684330 -4.181493 4.317968 -0.0139 -0.2466 0.0171 0.213
H 2.806278 -3.515340 2.948856 -0.2132 -0.0780 -0.1056 0.206
H 2.198867 -2.689846 5.801207 -0.1198 0.0626 0.2006 0.182
H 0.594637 -0.976478 4.392980 0.6509 -0.0036 -0.5558 -0.002
H 0.278776 -2.678689 2.885889 0.7304 0.3909 -0.2075 0.015
C 1.351389 3.494986 0.358182 -0.0156 -0.0069 0.0145 -0.176
C 1.467611 2.246512 -0.239561 -0.0213 0.1049 0.0524 -0.202
C 0.820478 1.153261 0.311004 0.1086 -0.1371 -0.2064 -0.218
C 0.060040 1.329569 1.452747 0.0877 0.2011 -0.0925 0.080
C -0.061558 2.563871 2.065107 -0.0813 0.1306 0.1434 -0.200
C 0.592054 3.651766 1.510193 0.0582 -0.0433 -0.1105 -0.205
N -0.642269 0.176977 2.025647 -0.0531 -0.1263 0.0327 0.521
O -0.497501 -0.905127 1.488912 -0.0871 0.2355 -0.0772 -0.378
O -1.326810 0.364243 3.014584 0.0265 -0.0171 -0.0400 -0.389
H 1.855508 4.348549 -0.075122 0.0103 0.0022 0.0033 0.222
H 2.062265 2.124266 -1.134943 0.0127 -0.0299 0.0036 0.228
H 0.913542 0.180670 -0.149563 -0.0807 -0.0698 0.1179 0.247
H -0.652808 2.681595 2.960902 -0.0151 -0.1224 0.0073 0.249
H 0.507581 4.623224 1.976679 -0.0031 -0.0032 0.0287 0.226
C -1.543918 -2.425172 -3.293711 0.0583 -0.0865 0.0859 -0.159
C -1.029221 -1.252398 -2.759706 0.0180 -0.1508 0.0167 -0.182
C 0.300367 -0.926639 -2.960605 -0.0931 0.1935 0.1317 -0.218
C 1.099227 -1.783032 -3.697511 -0.1847 -0.0382 0.0340 0.068
C 0.606173 -2.961128 -4.228042 0.0096 -0.1907 -0.1091 -0.220
C -0.726517 -3.280062 -4.020245 -0.0573 0.0992 0.0673 -0.210
N 2.503739 -1.422298 -3.930946 0.1780 0.0521 -0.0219 0.519
O 2.913152 -0.389947 -3.432515 -0.0317 -0.1200 -0.0393 -0.382
O 3.174906 -2.171525 -4.615330 -0.0771 0.0955 0.0581 -0.378
H -2.585092 -2.675151 -3.142691 -0.0120 0.0188 -0.0103 0.225
H -1.666188 -0.588617 -2.192330 0.0037 0.0237 -0.0064 0.227
H 0.702106 -0.012403 -2.550645 0.1139 -0.0047 -0.0863 0.241
H 1.244148 -3.621718 -4.796130 0.0995 0.0756 0.0156 0.249
H -1.128660 -4.196241 -4.429989 0.0154 -0.0117 -0.0131 0.224
C 0.362506 -0.673498 -9.462955 -0.0153 0.0035 0.0023 -0.181
C 0.647846 -0.976726 -8.138315 -0.0342 0.0247 -0.1041 -0.214
C -0.326048 -0.818134 -7.166235 0.1526 -0.0618 0.1223 -0.141
C -1.576174 -0.359653 -7.539547 0.1659 -0.0346 -0.1653 0.000
C -1.876895 -0.046906 -8.852707 -0.1225 0.0577 -0.1580 -0.188
C -0.896346 -0.206190 -9.818301 0.1026 -0.0454 0.0656 -0.209
N -2.612775 -0.211098 -6.509719 -0.1086 0.0429 0.1417 0.533
O -2.303332 -0.479909 -5.362367 -0.1356 0.1141 -0.2238 -0.388
O -3.713426 0.166410 -6.860034 0.1216 -0.0463 0.0414 -0.371
H 1.123493 -0.802269 -10.221178 0.0055 0.0078 -0.0023 0.221
H 1.628787 -1.338785 -7.861622 0.0013 0.0020 0.0273 0.226
H -0.110292 -1.051779 -6.134630 -0.1226 0.0188 0.0461 0.236
H -2.857491 0.313837 -9.124385 -0.0454 -0.0131 0.1199 0.249
H -1.115274 0.032007 -10.849802 -0.0198 0.0089 -0.0038 0.223
C -3.904697 2.487995 7.005616 0.0159 0.0043 -0.0054 -0.176
C -3.366553 3.668270 7.503328 -0.0139 -0.1055 -0.0581 -0.211
C -2.043821 3.990442 7.249008 -0.0432 0.1813 0.1054 -0.212
C -1.278971 3.119412 6.493446 -0.2210 -0.0628 0.0449 0.076
C -1.795815 1.937006 5.997365 0.0471 -0.2270 -0.1474 -0.210
C -3.119524 1.622361 6.256301 -0.0813 0.0991 0.0848 -0.205
N 0.118264 3.465270 6.196735 0.1746 0.0536 -0.0442 0.518
O 0.555536 4.501521 6.658513 -0.0382 -0.1196 -0.0461 -0.374
O 0.754064 2.698802 5.495595 -0.0653 0.0923 0.0627 -0.384
H -4.940086 2.242884 7.202081 -0.0026 -0.0030 0.0093 0.220
H -3.979559 4.340209 8.087735 0.0115 0.0154 0.0113 0.222
H -1.621511 4.907028 7.632401 0.1115 -0.0212 -0.0565 0.248
H -1.185791 1.264786 5.412437 0.0803 0.0768 -0.0135 0.259
H -3.536861 0.702721 5.870672 0.0310 -0.0159 -0.0185 0.230

***

3.
65
Properties=species:S:1:pos:R:3:forces:R:3:nbo_charge:R:1 method="wB97M-V/def2-TZVPD" e_tot_ev=-71151.161 charge=+2 multiplicity=4
C -1.205902 3.204759 -3.160849 -0.0165 -0.0494 0.2578 -0.186
C -1.003656 2.028145 -2.445983 -0.0791 0.0297 -0.3567 -0.033
C 0.322783 1.651700 -2.124738 0.1503 0.8167 -0.1643 0.030
C 1.403296 2.523967 -2.402325 -0.3268 -0.0306 -0.3190 0.085
C 1.142382 3.723874 -3.060552 -0.0569 0.0502 0.1091 -0.188
C -0.146090 4.060598 -3.451105 0.1707 0.0088 -0.1190 -0.158
C 2.836390 2.063229 -2.327250 -0.0440 -0.2251 -1.0427 -0.499
C 2.899405 0.554943 -2.447068 -0.1681 -0.3586 -0.6797 -0.026
C 1.750552 -0.252628 -2.264368 0.6292 0.0561 0.0031 0.157
C 1.770618 -1.626149 -2.609590 0.1552 0.0970 0.3186 -0.062
C 2.930998 -2.152421 -3.178886 -0.0715 0.1557 0.0947 -0.181
C 4.058607 -1.361198 -3.391262 -0.1379 0.1104 0.0296 -0.164
C 4.029258 -0.019564 -3.033608 -0.0182 0.0538 0.0909 -0.166
H -2.212812 3.431207 -3.508746 0.2185 0.0956 0.1524 0.235
H 1.994979 4.352348 -3.331783 -0.3798 -0.0874 0.0934 0.237
H -0.308995 4.966306 -4.028736 -0.0542 -0.1403 0.1397 0.248
H 3.270956 2.424001 -3.271708 -0.1004 -0.1586 0.0076 0.256
H 2.928532 -3.199071 -3.473772 0.1125 0.1579 0.0549 0.232
H 4.945836 -1.777030 -3.861593 -0.1857 0.0292 0.1034 0.248
H 4.876650 0.633574 -3.256658 -0.1679 -0.3018 0.1283 0.237
N 0.598991 0.347867 -1.654093 0.3013 -0.1920 -1.7993 -0.527
Re -0.122320 -0.313860 0.037729 0.3417 2.2356 2.3382 0.678
C -2.214834 1.202816 -2.054163 0.0885 -0.0883 0.0919 -0.726
H -2.316034 0.238054 -2.584107 0.1561 0.3450 0.1661 0.259
H -3.137753 1.779467 -2.221605 0.2584 -0.1730 -0.0814 0.272
C 0.621302 -2.584628 -2.332944 -0.1295 0.3175 -0.1710 -0.739
H -0.227369 -2.482463 -3.032930 0.2695 0.2309 0.2408 0.265
H 0.989925 -3.612316 -2.472849 -0.1765 0.2310 0.2233 0.276
P -2.096090 0.908798 -0.246461 -2.1551 1.3697 -1.2071 1.070
P -0.036375 -2.431673 -0.615342 0.5878 -3.9369 -1.4609 1.224
C 1.124628 -3.430922 0.402122 -0.1332 0.3494 0.4461 -0.945
H 0.830525 -3.292676 1.452872 0.1438 -0.1358 -0.1993 0.267
H 1.081711 -4.502916 0.164028 -0.1550 0.3504 -0.1286 0.282
H 2.158754 -3.072493 0.278404 -0.3841 -0.0914 -0.0660 0.268
C -1.647172 -3.262041 -0.640915 -0.2927 0.4235 0.4052 -0.963
H -1.554912 -4.342982 -0.795656 0.1678 0.2302 -0.0402 0.286
H -2.112204 -3.055803 0.334233 0.0060 -0.2299 -0.3568 0.302
H -2.251031 -2.821361 -1.444310 0.0776 -0.1473 0.1568 0.255
C -2.087102 2.587261 0.448800 0.3559 -0.1042 0.3755 -0.948
H -3.123807 2.923349 0.580245 0.2481 -0.1009 -0.0596 0.273
H -1.559761 2.572948 1.411340 -0.2871 0.1771 -0.1693 0.295
H -1.549906 3.262061 -0.229678 -0.1397 -0.1841 0.1553 0.278
C -3.602963 0.070974 0.262361 -0.0320 -0.3099 0.4517 -0.953
H -3.359289 -0.560435 1.132354 -0.3683 0.2210 -0.2941 0.291
H -4.349116 0.831655 0.526728 0.0506 -0.3138 -0.1253 0.275
H -3.952892 -0.565189 -0.561609 -0.0043 0.1717 0.2626 0.267
C 1.761332 -0.303813 0.473389 7.4134 -0.6301 0.7663 0.619
O 2.922651 -0.371304 0.559715 -4.5768 0.4502 -0.2129 -0.328
H 3.535770 2.564999 -1.654227 -0.5163 -0.3611 0.8426 0.273
O 0.075521 2.302998 2.787843 0.2307 -0.5526 -0.0698 -0.893
S 0.555957 0.980755 3.080031 -1.0888 -1.1202 0.6547 2.287
O 1.960880 0.704019 3.010333 -0.4798 0.0379 -0.3413 -0.876
N -0.337655 -0.155692 2.091019 0.4968 0.5642 -0.9291 -0.930
C -1.146155 -1.028967 2.760995 -1.0565 -0.8400 -0.6375 0.663
O -1.849549 -1.861959 2.148879 1.2016 1.2543 1.1604 -0.637
C -1.037629 -0.784987 4.197270 -0.4919 -0.1931 0.5390 -0.096
C -1.758265 -1.449215 5.186719 0.1938 0.0193 -0.4454 -0.163
C -1.595049 -1.059463 6.507032 0.0829 0.1051 0.0953 -0.166
C -0.727326 -0.012592 6.843369 -0.0968 -0.1863 -0.4234 -0.150
C -0.017302 0.661064 5.841751 0.0919 0.0852 -0.1256 -0.154
C -0.188918 0.263999 4.515525 0.0962 0.3423 1.1470 -0.335
H -2.421292 -2.248777 4.868474 0.0381 0.0752 0.2700 0.251
H -2.150182 -1.570336 7.284813 0.0605 0.0637 -0.0243 0.247
H -0.623390 0.265993 7.890848 0.0788 0.0404 -0.3157 0.252
H 0.651888 1.479213 6.092228 -0.1026 -0.1091 -0.0067 0.251